<w>
Density functional theory data (the ωB97M-V functional and the def2-TZVPD basis) for an isolated ion of composition C5H11NO and charge +1.

Total charge = +1
Gap between HOMO and LUMO (spin up / spin down) = 11.9764 / 7.0514 eV
E_LUMO (spin up / spin down) = -0.14690 / -0.32314 Eh
Spin multiplicity = 2

Last column: Mulliken charge in e.
Geometry (Å):
C 1.570 0.237 0.585  -0.152
C 2.843 -0.463 0.149  -1.334
C 0.434 -0.630 0.141  0.354
N -0.811 -0.012 -0.402  0.008
C -1.571 1.277 -0.462  -0.065
C -2.969 1.174 -0.053  -1.005
O 0.614 -1.874 0.112  -0.402
H 1.642 1.242 0.131  0.320
H 1.550 0.311 1.640  0.323
H 2.919 -1.449 0.649  0.336
H 3.736 0.162 0.288  0.343
H 2.759 -0.809 -0.854  0.403
H -1.105 -0.709 -0.980  0.333
H -1.393 1.505 -1.500  0.317
H -0.903 1.797 0.212  0.277
H -3.559 1.992 -0.490  0.334
H -3.452 0.120 -0.364  0.287
H -3.264 1.342 1.023  0.323


<x>
Density functional theory data (the ωB97M-V functional and the def2-TZVPD basis) for a 2-piece molecular cluster, C5H11NO overall.

Total charge = +1
Gap between HOMO and LUMO (spin up / spin down) = 9.1177 / 7.8493 eV
E_LUMO (spin up / spin down) = -0.14495 / -0.23664 Eh
Spin multiplicity = 2

Last column: Mulliken charge in e.
Geometry (Å):
N -2.908 -0.444 -0.999  -0.324
C -1.589 -0.268 -0.666  0.200
C -1.230 0.135 0.583  -0.379
C 0.240 0.273 0.711  -0.151
C 1.017 0.075 1.820  -0.089
C 2.369 0.614 2.243  -1.089
H -3.169 -0.780 -1.918  0.271
H -3.638 -0.265 -0.271  0.262
H -0.860 -0.380 -1.439  0.267
H -1.859 -0.212 1.417  0.348
H 0.591 0.676 -0.290  0.308
H 0.724 -0.742 2.365  0.405
H 3.149 0.040 1.825  0.327
H 2.469 1.677 1.863  0.304
H 2.578 0.623 3.327  0.338
H 1.248 -0.668 -3.004  0.328
H 0.475 0.162 -4.142  0.342
O 0.394 -0.517 -3.425  -0.668


Least stable of them? <w>.


<w>
Density functional theory data (the ωB97M-V functional and the def2-TZVPD basis) for a 4-piece molecular cluster, C7H9ClN2 overall.

Total charge = 0
Gap between HOMO and LUMO = 10.2094 eV
E_LUMO = 0.00887 Eh

Last column: Mulliken charge in e.
Geometry (Å):
C -0.749 -2.325 1.013  0.087
C -2.943 0.226 0.570  -0.295
C -3.257 0.726 -0.476  0.013
C 0.102 -0.624 -2.184  -0.440
C -0.139 -1.927 -1.455  -0.346
C 0.145 0.425 -0.999  -0.558
C -0.270 -1.492 0.009  0.501
N -1.246 -2.920 1.840  -0.427
N -0.207 -0.224 0.146  -0.477
Cl -3.496 1.422 -1.962  -0.158
H -2.614 -0.140 1.486  0.454
H 1.711 1.400 4.691  0.004
H 1.064 -0.774 -2.842  0.255
H -0.707 -0.347 -2.873  0.195
H -1.074 -2.529 -1.706  0.303
H 0.702 -2.667 -1.412  0.309
H 1.098 0.779 -0.867  0.389
H -0.593 1.125 -1.392  0.196
H 2.105 0.612 4.690  -0.004


<x>
Density functional theory data (the ωB97M-V functional and the def2-TZVPD basis) for one molecule with the formula C7H9ClN2.

SMILES = Cl/N=N\C[C@@H]1C=CC=CC1
Total charge = 0
Gap between HOMO and LUMO = 9.0043 eV
E_LUMO = 0.01718 Eh

Last column: Mulliken charge in e.
Geometry (Å):
C -2.023 -1.265 0.153  -0.068
C -1.182 -1.177 1.305  -0.586
C -1.979 -0.421 -0.881  -0.471
C -0.199 -0.243 1.249  -0.663
C -1.150 0.819 -0.856  -0.897
C 1.330 0.496 -0.407  -0.867
C -0.028 0.828 0.221  0.691
N 2.383 0.968 0.525  0.143
N 3.540 0.687 0.596  -0.308
Cl 4.360 -0.402 -0.580  -0.189
H -2.703 -2.091 0.007  0.360
H -1.054 -1.976 2.010  0.357
H -2.533 -0.641 -1.841  0.296
H -0.600 1.046 -1.756  0.355
H -1.740 1.702 -0.706  0.362
H 1.377 -0.643 -0.406  0.464
H 1.503 0.857 -1.463  0.444
H 0.026 1.734 0.876  0.274
H 0.670 -0.278 1.954  0.305


Least stable of them? <w>.


<w>
Density functional theory data (the ωB97M-V functional and the def2-TZVPD basis) for one molecule with the formula C18H26N2O5S.

SMILES = CCCNC(=O)COC(=O)c1ccc(S(=O)(=O)N2CCCCCC2)cc1
Total charge = 0
Gap between HOMO and LUMO = 9.1420 eV
E_LUMO = -0.01199 Eh

Last column: Mulliken charge in e.
Geometry (Å):
C 4.232 0.181 6.408  -1.255
H 5.298 -0.010 6.506  0.328
H 4.065 1.251 6.511  0.318
C 3.726 -0.312 5.059  -0.200
H 2.651 -0.131 4.982  0.317
H 3.894 -1.387 4.974  0.271
C 4.444 0.395 3.910  -0.959
N 3.985 -0.071 2.621  -0.043
C 4.752 -0.798 1.792  0.582
O 5.907 -1.092 2.002  -0.669
C 4.060 -1.237 0.495  -0.406
H 4.599 -0.789 -0.347  0.318
H 4.123 -2.326 0.422  0.324
O 2.686 -0.880 0.433  -0.303
C 2.340 0.117 -0.402  0.537
O 3.122 0.713 -1.097  -0.615
C 0.881 0.395 -0.359  0.355
C -0.003 -0.412 0.356  -0.598
C -1.355 -0.116 0.350  -0.627
C -1.811 0.978 -0.360  -0.058
C -0.943 1.798 -1.057  -0.419
C 0.408 1.505 -1.060  -0.794
H 1.117 2.118 -1.596  0.486
H -1.338 2.660 -1.570  0.599
S -3.578 1.305 -0.435  1.337
O -4.193 0.635 0.672  -0.737
O -3.755 2.719 -0.593  -0.743
N -4.057 0.566 -1.823  0.178
C -4.108 1.289 -3.065  -0.903
H -5.069 1.077 -3.550  0.411
C -2.968 0.955 -4.031  -0.208
H -3.167 1.476 -4.970  0.408
C -2.818 -0.542 -4.300  -1.002
C -2.258 -1.301 -3.094  0.008
C -3.314 -1.813 -2.110  -0.617
H -3.774 -2.719 -2.510  0.443
C -4.446 -0.818 -1.802  -0.971
H -5.258 -0.945 -2.524  0.418
H -4.844 -1.017 -0.805  0.375
H -2.804 -2.087 -1.184  0.309
H -1.689 -2.165 -3.444  0.438
H -1.557 -0.649 -2.568  -0.247
H -3.776 -0.967 -4.601  0.347
H -2.128 -0.663 -5.139  0.408
H -2.026 1.335 -3.632  0.138
H -4.083 2.348 -2.804  0.333
H -2.069 -0.709 0.900  0.617
H 0.371 -1.264 0.900  0.530
H 3.013 0.066 2.392  0.131
H 4.284 1.476 3.977  0.347
H 5.516 0.190 3.951  0.408
H 3.715 -0.327 7.218  0.357


<x>
Density functional theory data (the ωB97M-V functional and the def2-TZVPD basis) for one molecule with the formula C18H26N2O5S.

SMILES = O=C(COc1ccc(S(=O)(=O)NC2CCCC2)cc1)NC[C@@H]1CCCO1
Total charge = 0
Gap between HOMO and LUMO = 9.6152 eV
E_LUMO = 0.02312 Eh

Last column: Mulliken charge in e.
Geometry (Å):
O -4.853 -1.189 1.715  -0.660
C -4.379 -1.352 0.611  0.515
N -4.260 -0.389 -0.322  -0.091
H -3.742 -0.595 -1.165  0.338
C -4.329 1.017 0.002  -1.411
H -4.838 1.540 -0.811  0.388
C -2.910 1.576 0.179  0.827
C -2.838 3.088 0.383  -0.790
H -2.941 3.366 1.429  0.398
H -3.620 3.581 -0.198  0.337
C -1.459 3.405 -0.192  -0.322
H -1.357 4.438 -0.514  0.460
H -0.678 3.171 0.531  -0.003
C -1.377 2.424 -1.360  -0.427
H -1.796 2.857 -2.279  0.379
H -0.353 2.094 -1.554  0.153
O -2.159 1.292 -0.999  -0.394
H -2.433 1.058 1.025  0.034
H -4.896 1.123 0.928  0.361
C -3.900 -2.734 0.133  -0.448
O -2.825 -2.666 -0.781  -0.539
C -1.715 -1.965 -0.416  0.199
C -1.440 -1.549 0.886  -0.476
C -0.338 -0.748 1.126  -1.217
C 0.485 -0.377 0.084  0.554
C 0.253 -0.831 -1.202  -0.031
C -0.838 -1.633 -1.452  -0.780
H -1.061 -1.983 -2.447  0.429
H 0.915 -0.520 -1.995  0.575
S 1.772 0.811 0.403  1.370
O 1.188 1.920 1.109  -0.821
O 2.466 1.090 -0.823  -0.700
N 2.724 0.040 1.543  -0.229
H 2.852 0.664 2.324  0.329
C 3.927 -0.684 1.179  -0.289
H 4.284 -1.152 2.104  0.500
C 3.625 -1.766 0.132  0.030
H 3.351 -2.715 0.591  0.375
C 4.895 -1.844 -0.709  -0.860
H 4.725 -2.319 -1.673  0.390
C 5.295 -0.376 -0.835  -0.479
H 6.325 -0.244 -1.162  0.421
H 4.631 0.122 -1.541  0.162
C 5.049 0.189 0.565  -0.895
H 4.739 1.232 0.522  0.292
H 5.952 0.120 1.174  0.380
H 5.667 -2.402 -0.176  0.327
H 2.798 -1.428 -0.489  -0.254
H -0.125 -0.380 2.117  0.441
H -2.092 -1.809 1.704  0.461
H -3.655 -3.343 1.011  0.326
H -4.711 -3.225 -0.412  0.364


Least stable of them? <x>.


<w>
Density functional theory data (the ωB97M-V functional and the def2-TZVPD basis) for a 2-piece molecular cluster, C10H16 overall.

Total charge = +1
Gap between HOMO and LUMO (spin up / spin down) = 10.2978 / 6.6018 eV
E_LUMO (spin up / spin down) = -0.15892 / -0.29766 Eh
Spin multiplicity = 2

Last column: Mulliken charge in e.
Geometry (Å):
C 0.502 1.427 -3.022  -0.991
C 1.236 1.457 -1.669  -0.431
H 0.926 0.668 -3.682  0.293
H -0.564 1.374 -2.830  0.284
H 0.729 2.345 -3.567  0.333
H 2.321 1.505 -1.797  0.384
H 0.993 0.602 -1.036  -0.077
H 0.966 2.392 -1.166  0.238
C 0.048 -2.113 0.359  -0.328
C 1.194 -2.734 1.130  -1.466
C -0.494 -0.839 0.834  0.749
C 0.248 0.012 1.660  -0.354
C -1.836 -0.440 0.437  -0.432
C -0.258 1.267 1.863  -0.260
C -2.328 0.811 0.743  -0.559
C -1.585 1.690 1.491  -0.495
H 0.243 -2.016 -0.716  0.443
H -0.785 -2.826 0.259  0.408
H 0.950 -2.785 2.196  0.396
H 1.208 -0.281 2.047  0.377
H -2.319 -1.114 -0.257  0.427
H 0.425 1.899 2.425  0.400
H -3.382 0.992 0.554  0.446
H -1.896 2.661 1.847  0.471
H 2.150 -2.206 1.135  0.357
H 1.309 -3.747 0.762  0.385


<x>
Density functional theory data (the ωB97M-V functional and the def2-TZVPD basis) for a 2-piece molecular cluster, C10H16 overall.

Total charge = +1
Gap between HOMO and LUMO (spin up / spin down) = 9.5127 / 5.6063 eV
E_LUMO (spin up / spin down) = -0.16212 / -0.30566 Eh
Spin multiplicity = 2

Last column: Mulliken charge in e.
Geometry (Å):
C -2.310 -2.639 -0.275  -1.329
C -0.670 0.499 -1.560  -0.415
C -1.487 -0.319 -0.815  -0.282
C -0.106 0.022 -2.740  -0.251
C -1.729 -1.660 -1.235  0.794
C -0.258 -1.336 -3.109  -0.472
C -1.108 -2.145 -2.415  -0.317
H -0.491 1.528 -1.281  0.449
H -1.947 0.097 0.070  0.408
H 0.417 0.722 -3.374  0.407
H 0.140 -1.672 -4.059  0.394
H -3.308 -2.968 -0.587  0.372
H -2.547 -2.218 0.708  0.410
H -1.316 -3.169 -2.697  0.451
H -1.469 -3.317 -0.086  0.361
C 1.615 1.498 1.609  0.128
C 2.914 2.124 2.104  -1.148
C 0.409 1.440 2.525  -1.064
H 1.333 2.054 0.701  0.068
H 1.823 0.472 1.278  0.239
H 3.038 1.974 3.183  0.297
H 2.973 3.196 1.926  0.305
H -0.122 2.379 2.653  0.307
H -0.347 0.704 2.258  0.222
H 3.796 1.625 1.702  0.322
H 0.758 1.108 3.514  0.343


<y>
Density functional theory data (the ωB97M-V functional and the def2-TZVPD basis) for a 2-piece molecular cluster, C10H16 overall.

Total charge = +1
Gap between HOMO and LUMO (spin up / spin down) = 10.0494 / 6.1859 eV
E_LUMO (spin up / spin down) = -0.15861 / -0.30057 Eh
Spin multiplicity = 2

Last column: Mulliken charge in e.
Geometry (Å):
C -3.309 -3.056 -0.888  -0.900
C -2.061 -3.711 -0.296  -0.512
H -4.025 -2.587 -0.280  0.317
H -2.923 -2.355 -1.623  0.236
H -3.914 -3.799 -1.415  0.322
H -1.213 -3.019 -0.299  -0.031
H -1.755 -4.593 -0.856  0.304
H -2.091 -3.977 0.758  0.288
C 2.797 0.955 -0.064  -0.319
C 3.097 0.425 -1.491  -1.346
C 1.348 1.053 0.218  0.595
C 0.421 0.053 -0.145  -0.271
C 0.876 2.188 0.987  -0.496
C -0.885 0.282 0.140  -0.130
C -0.427 2.291 1.397  -0.509
C -1.350 1.361 0.973  -0.478
H 3.284 0.291 0.657  0.339
H 3.250 1.939 0.062  0.370
H 4.012 0.926 -1.813  0.379
H 0.841 -0.753 -0.732  0.500
H 1.545 2.978 1.273  0.356
H -1.589 -0.421 -0.295  0.351
H -0.666 3.035 2.145  0.406
H -2.411 1.395 1.187  0.443
H 2.317 0.691 -2.194  0.438
H 3.382 -0.622 -1.539  0.349


Least stable of them? <x>.


<w>
Density functional theory data (the ωB97M-V functional and the def2-TZVPD basis) for C7H12N as an isolated structure.

Total charge = +1
Gap between HOMO and LUMO = 10.0162 eV
E_LUMO = -0.16207 Eh

Last column: Mulliken charge in e.
Geometry (Å):
C 0.959 -1.134 0.027  -0.137
C 2.912 -1.137 -0.533  -0.063
C 4.051 0.995 0.338  -0.498
C 3.468 -0.086 -0.094  0.023
C -1.502 1.237 -0.469  -1.101
C -2.271 -0.038 -0.151  -0.370
C -1.418 -1.048 0.629  -0.589
N -0.304 -1.482 -0.169  -0.041
H 1.082 -0.526 0.920  0.256
H 4.114 1.879 -0.277  0.269
H 4.537 1.032 1.300  0.275
H 3.107 -2.017 -1.092  0.445
H -0.717 1.057 -1.202  0.307
H -2.177 1.983 -0.880  0.354
H -1.053 1.653 0.431  0.314
H -2.639 -0.494 -1.070  0.321
H -3.134 0.197 0.471  0.321
H -1.055 -0.595 1.553  0.322
H -2.019 -1.929 0.870  0.310
H -0.545 -2.032 -0.992  0.282


<x>
Density functional theory data (the ωB97M-V functional and the def2-TZVPD basis) for a 2-piece molecular cluster, C7H12N overall.

Total charge = +1
Gap between HOMO and LUMO = 7.8098 eV
E_LUMO = -0.21624 Eh

Last column: Mulliken charge in e.
Geometry (Å):
C -2.909 1.775 0.279  0.252
C -1.849 1.208 0.101  -1.012
C 1.208 -1.035 -0.092  0.199
C 0.577 -1.284 -1.357  -0.766
C -0.385 -0.686 -0.205  1.067
C -1.382 -1.555 0.382  -1.397
C -0.694 0.647 -0.372  0.018
N 2.342 1.737 0.672  -0.760
H -3.925 2.259 0.359  0.392
H 1.456 -1.679 0.730  0.348
H 1.895 -0.171 0.102  -0.146
H 0.978 -0.501 -2.027  0.242
H 0.249 -2.278 -1.650  0.314
H -1.277 -1.600 1.453  0.368
H -1.096 -2.627 0.146  0.359
H -2.483 -1.462 0.139  0.380
H -0.111 1.274 -1.092  0.441
H 2.241 1.890 1.691  0.237
H 1.882 2.573 0.396  0.220
H 3.285 1.515 0.344  0.242


Least stable of them? <x>.


<w>
Density functional theory data (the ωB97M-V functional and the def2-TZVPD basis) for C7H12N as an isolated structure.

Total charge = +1
Gap between HOMO and LUMO = 9.3278 eV
E_LUMO = -0.18377 Eh

Last column: Mulliken charge in e.
Geometry (Å):
C -0.074 0.262 -1.398  -0.317
C -1.585 0.184 1.874  -0.159
C -1.510 0.209 -0.672  -0.634
C 0.377 0.287 0.124  0.838
C 1.326 1.261 0.737  -1.411
C 0.546 -1.145 -1.633  -0.799
C 0.925 -1.198 -0.108  -0.899
N -1.058 0.236 0.687  0.196
H 0.089 1.192 -1.869  0.430
H -2.638 -0.183 2.038  0.293
H -2.256 -0.647 -0.811  0.378
H -1.915 1.148 -1.024  0.282
H 0.765 2.239 0.772  0.345
H 2.349 1.372 0.353  0.382
H 1.431 0.794 1.731  0.413
H 0.067 -1.931 -2.092  0.398
H 1.564 -1.092 -2.038  0.242
H -0.880 -0.062 2.676  0.307
H 1.957 -1.114 -0.059  0.360
H 0.519 -1.812 0.711  0.356


<x>
Density functional theory data (the ωB97M-V functional and the def2-TZVPD basis) for C7H12N as an isolated structure.

Total charge = +1
Gap between HOMO and LUMO = 9.8068 eV
E_LUMO = -0.17259 Eh

Last column: Mulliken charge in e.
Geometry (Å):
C 2.031 0.098 0.685  -0.683
C 1.093 1.090 1.218  -0.023
C 1.450 -1.344 0.469  -0.598
C 0.958 -0.174 -0.336  0.662
C 0.977 -0.205 -1.816  -1.401
C -2.128 -0.129 0.632  -1.162
C -1.304 1.092 0.489  -0.180
N 0.120 0.781 0.416  0.232
H 2.978 0.210 0.291  0.364
H 1.013 1.882 1.952  0.474
H 2.085 -1.934 -0.197  0.314
H 0.979 -1.782 1.327  0.307
H 0.782 -1.291 -2.163  0.354
H 1.972 0.178 -2.141  0.327
H 0.247 0.525 -2.184  0.393
H -1.574 -0.929 0.085  0.300
H -2.149 -0.500 1.585  0.394
H -3.219 0.078 0.407  0.336
H -1.456 1.981 1.151  0.386
H -1.596 1.382 -0.556  0.203


Least stable of them? <w>.